No. 1
Here is a cluster of 2 separate species, C54H48N3 in total from the OMol25 dataset. Energies are from ωB97M-V/def2-TZVPD.

Summary:
HOMO level   -10.0 eV
Net charge   +1
Relative energy (zero: lowest compared OMol25 entry of this formula, charge and spin)   0.00 kcal per mole

Geometry as XYZ:
```
105
Properties=species:S:1:pos:R:3:mulliken_charge:R:1
C -7.30458 3.84040 -3.45908 -0.489
C -6.80720 4.08528 -2.16905 -0.668
C -5.58431 3.53115 -1.76504 -0.390
C -4.85843 2.73196 -2.65630 0.041
C -3.47788 2.15203 -2.28648 1.033
C -2.38204 3.13875 -2.66845 -0.199
C -1.26489 3.32518 -1.84061 -0.217
C -0.24828 4.20843 -2.21183 -0.111
C -0.36981 4.97123 -3.38249 -0.636
C -1.51194 4.83758 -4.17991 -0.851
C -2.49252 3.90435 -3.83497 -0.268
C -3.24717 0.79381 -3.00466 -1.076
C -4.44994 -0.16670 -3.05143 -0.446
C -3.83735 -1.53009 -3.39543 -0.812
C -2.32914 -1.38266 -3.14997 -0.340
N -2.16114 -0.04519 -2.52864 -0.016
C -5.31903 2.56713 -3.96754 -0.151
C -6.55313 3.08358 -4.36102 -1.205
H -8.26434 4.25462 -3.77300 0.394
H -7.37277 4.71255 -1.47565 0.391
H -5.18118 3.72540 -0.76525 0.399
H -3.44136 1.96255 -1.20272 0.615
H -1.20205 2.76843 -0.90227 0.336
H 0.64825 4.30084 -1.58963 0.283
H 0.41858 5.66642 -3.67145 0.438
H -1.65165 5.45203 -5.07310 0.408
H -3.36488 3.79219 -4.48170 0.301
H -3.00031 1.05697 -4.05366 0.215
H -4.93205 -0.17626 -2.06544 0.360
H -5.18731 0.15219 -3.78593 0.338
H -4.28220 -2.32182 -2.78693 0.345
H -3.99599 -1.77509 -4.45137 0.279
H -1.95716 -2.18956 -2.50791 0.352
H -1.77019 -1.44138 -4.10058 0.343
H -1.23780 0.36130 -2.70876 -0.135
H -4.70278 2.04023 -4.70032 0.559
H -6.90095 2.88503 -5.37527 0.377
C 4.02714 -8.46170 2.32965 -0.383
C 2.93601 -8.63743 1.47125 -0.692
C 1.93856 -7.66464 1.40597 -0.322
C 1.99989 -6.54628 2.24935 -0.240
N 0.83526 -5.73114 2.38601 1.014
C 0.01931 -5.98143 3.53721 -0.170
C 0.40691 -5.46027 4.77869 -0.112
C -0.28718 -5.82250 5.93378 -0.778
C -1.36979 -6.70289 5.85166 -0.401
C -1.77011 -7.20261 4.60993 -0.755
C -1.08226 -6.83736 3.44915 -0.065
C 0.59538 -4.65544 1.53749 1.039
C -0.72718 -4.34529 1.16378 -0.763
C -0.98289 -3.22623 0.39699 -0.770
C 0.05755 -2.28409 0.13670 0.328
C -0.24374 -1.06315 -0.51473 -0.528
C 0.50636 0.12549 -0.23934 0.761
C 1.12950 0.87961 -1.26650 -0.921
C 1.94982 1.94734 -0.94668 -0.888
C 2.08758 2.35578 0.39635 1.621
N 2.98407 3.36510 0.72570 0.946
C 2.91789 3.99768 1.99171 0.154
C 4.09026 4.19662 2.74058 -0.271
C 4.01105 4.82361 3.98718 -0.670
C 2.78131 5.31615 4.44902 -0.475
C 1.61946 5.13760 3.68786 -0.792
C 1.68330 4.45461 2.47369 0.027
C 3.92694 3.87097 -0.22559 -1.375
C 3.66344 5.08707 -0.87267 0.313
C 4.60271 5.62360 -1.75345 -0.909
C 5.83058 4.98042 -1.94600 -0.368
C 6.09274 3.77017 -1.29760 -0.820
C 5.13672 3.20349 -0.45126 0.211
C 1.40362 1.66549 1.41835 -0.685
C 0.68049 0.53463 1.11427 -1.287
C 1.39084 -2.59799 0.57829 -0.767
C 1.66694 -3.83252 1.13538 -0.540
C 3.11675 -6.33808 3.06028 0.059
C 4.13204 -7.29959 3.09893 -0.781
H 4.79692 -9.23199 2.40042 0.384
H 2.85099 -9.53101 0.85340 0.378
H 1.08207 -7.75477 0.73406 0.390
H 1.25577 -4.77366 4.81363 0.332
H 0.02352 -5.40910 6.89333 0.376
H -1.89910 -6.99717 6.75666 0.385
H -2.62229 -7.87722 4.53275 0.373
H -1.38038 -7.20224 2.46451 0.390
H -1.54036 -4.99632 1.48230 0.333
H -1.99696 -3.00076 0.06037 0.507
H -1.16216 -1.00332 -1.08981 0.514
H 1.03228 0.55431 -2.30135 0.476
H 2.48831 2.47349 -1.73737 0.475
H 5.04363 3.81058 2.36146 0.409
H 4.91431 4.92513 4.59521 0.398
H 2.73296 5.85207 5.39872 0.382
H 0.65512 5.51495 4.03476 0.388
H 0.78191 4.25207 1.89427 0.502
H 2.71192 5.58807 -0.67898 0.418
H 4.36743 6.55018 -2.28008 0.400
H 6.58103 5.43494 -2.59155 0.399
H 7.04431 3.25847 -1.44956 0.384
H 5.31717 2.25175 0.05209 0.463
H 1.47070 2.00360 2.45190 0.622
H 0.22798 -0.05327 1.91324 0.550
H 2.18801 -1.86066 0.46961 0.415
H 2.68774 -4.13763 1.36962 0.514
H 3.17100 -5.42473 3.65600 0.326
H 4.99583 -7.13336 3.74290 0.375
```

No. 2
Here is a structure of composition C54H49BaN5O3P2S from the OMol25 dataset. Energies are from ωB97M-V/def2-TZVPD.

Summary:
HOMO level   -10.7 eV
Net charge   +2

Geometry as XYZ:
```
115
Properties=species:S:1:pos:R:3:mulliken_charge:R:1
Ba 0.78568 0.06344 -0.11936 1.380
O -1.74468 -0.91273 2.52329 -0.815
S -1.88325 0.16443 1.52487 1.010
C -2.41425 1.67339 2.33663 0.388
C -3.68308 1.68699 2.90630 -0.725
C -4.12002 2.79285 3.61180 -0.800
C -3.28002 3.88961 3.75076 -0.913
C -2.01076 3.86147 3.19739 -0.127
C -1.54756 2.75495 2.47970 0.105
P 0.18925 2.81246 1.86593 0.697
C 1.06762 3.38279 3.35140 0.599
C 1.46325 4.70125 3.55753 -0.166
C 2.11277 5.05619 4.73306 -0.741
C 2.36287 4.10099 5.70667 -0.506
C 1.97024 2.78359 5.50559 -0.671
C 1.33469 2.42305 4.32880 -0.801
C 0.19561 4.20228 0.69237 0.890
C 1.43487 4.62962 0.20552 -0.727
C 1.50408 5.60430 -0.77722 -0.743
C 0.33825 6.14007 -1.31292 -0.782
C -0.89436 5.70848 -0.84884 -0.340
C -0.96486 4.75163 0.15636 -0.491
C -3.31312 -0.19008 0.50217 -0.334
C -4.22824 -1.11012 0.99240 -0.512
C -5.34132 -1.43200 0.23269 -0.801
C -5.52649 -0.83745 -1.01028 -0.863
C -4.58722 0.05624 -1.50036 0.107
C -3.44960 0.38215 -0.76050 -0.013
P -2.21329 1.56400 -1.41739 2.088
C -1.63517 0.84461 -2.98775 0.194
C -0.68408 1.58774 -3.69919 -0.644
C -0.08896 1.06289 -4.83671 -0.986
C -0.39759 -0.22792 -5.25409 -0.503
C -1.30656 -0.98457 -4.53095 -0.799
C -1.92901 -0.45103 -3.40891 -0.750
C -3.28113 2.98724 -1.80194 0.463
C -3.89033 3.61940 -0.71643 -0.592
C -4.67971 4.73963 -0.91422 -0.602
C -4.86376 5.24559 -2.19598 -0.697
C -4.26231 4.62040 -3.27673 -0.665
C -3.47207 3.49320 -3.08273 -0.610
H -4.33081 0.82642 2.80181 0.429
H -5.10637 2.79546 4.05552 0.458
H -3.60645 4.76150 4.30180 0.462
H -1.35516 4.71276 3.33599 0.495
H 1.26185 5.45474 2.80693 0.378
H 2.41596 6.08291 4.88967 0.430
H 2.86418 4.38132 6.62334 0.402
H 2.16146 2.03742 6.26521 0.439
H 1.02849 1.39246 4.17868 0.398
H 2.35054 4.21970 0.62005 0.484
H 2.46950 5.95493 -1.11958 0.471
H 0.39377 6.89908 -2.08218 0.441
H -1.80891 6.11631 -1.26094 0.463
H -1.93232 4.43017 0.51182 0.190
H -4.04610 -1.57497 1.95402 0.637
H -6.06249 -2.14513 0.60843 0.455
H -6.39906 -1.07862 -1.60243 0.463
H -4.73562 0.51082 -2.47323 0.553
H -0.42347 2.58825 -3.36705 0.622
H 0.59663 1.67417 -5.41288 0.585
H 0.05728 -0.63790 -6.14658 0.441
H -1.54528 -1.99175 -4.84489 0.471
H -2.63883 -1.05409 -2.85895 0.393
H -3.75535 3.23003 0.28867 0.217
H -5.15738 5.21693 -0.06833 0.453
H -5.48247 6.11960 -2.34946 0.404
H -4.41372 5.00079 -4.27826 0.452
H -3.02290 3.00506 -3.93917 0.422
C 5.83719 -8.00149 -5.50432 -0.866
O 5.94031 -6.86779 -4.65614 -0.431
C 5.48983 -6.99862 -3.38152 0.802
C 5.69936 -5.90026 -2.54761 -0.748
C 5.26720 -5.92464 -1.23809 0.140
C 4.62858 -7.05911 -0.73877 -0.043
C 4.47109 -8.16966 -1.54837 -0.713
C 4.87443 -8.13854 -2.87759 -0.374
N 4.25779 -7.17561 0.63951 -0.551
N 3.57029 -6.31525 1.20243 -0.360
C 3.00942 -5.21025 0.48642 0.087
C 2.15908 -5.37852 -0.57131 -0.332
C 1.52502 -4.28139 -1.16977 -0.707
C 1.72803 -2.97847 -0.74967 0.332
O 1.15977 -1.95192 -1.34462 -0.738
C 2.59541 -2.79365 0.38974 0.280
N 2.83740 -1.53310 0.86099 -0.380
C 3.61004 -1.36178 1.91294 -0.524
C 4.23053 -2.41738 2.59419 -0.856
C 4.03191 -3.68982 2.13720 -0.613
C 3.21566 -3.91269 1.00906 0.655
H 6.27029 -7.70724 -6.45548 0.230
H 4.79474 -8.29086 -5.65550 0.350
H 6.39517 -8.84895 -5.10142 0.366
H 6.22695 -5.04498 -2.94964 0.434
H 5.44587 -5.07500 -0.59189 0.429
H 4.02720 -9.06599 -1.13466 0.437
H 4.72820 -9.01258 -3.49472 0.415
H 1.97097 -6.37222 -0.95756 0.449
H 0.85668 -4.44104 -2.00645 0.487
H 3.77360 -0.34139 2.24701 0.523
H 4.84379 -2.21429 3.46047 0.436
H 4.48273 -4.54106 2.63081 0.549
N 5.18026 1.27992 -5.21639 -0.262
C 4.17551 0.41122 -4.48545 -0.586
C 3.52580 1.17309 -3.33019 -1.153
N 2.57481 0.35179 -2.60813 0.348
H 5.63397 0.76612 -5.97479 0.371
H 5.91402 1.60774 -4.58445 0.353
H 4.73430 2.10395 -5.62431 0.349
H 4.72156 -0.46303 -4.13417 0.405
H 3.43903 0.09443 -5.22232 0.370
H 3.00954 2.05803 -3.71289 0.455
H 4.29896 1.52196 -2.63975 0.522
H 2.98366 -0.51161 -2.26066 0.087
H 1.80255 0.07681 -3.21066 -0.136
```

no.,largest force on an atom (Eh/bohr),gap between HOMO and LUMO (eV)
1,0.03797,5.576
2,0.01314,5.244